Here is a 2-piece molecular cluster, C2H4BrI overall in a non-equilibrium geometry from the Open Molecules 2025 dataset. Energies are from the ωB97M-V functional and the def2-TZVPD basis.

```
8
Properties=species:S:1:pos:R:3:forces:R:3
C -0.1136 0.8291 -0.4963 1.27 -0.48 0.83
C 0.3562 -0.4504 0.1478 -0.81 -0.50 0.13
Br 1.8058 -0.6654 1.3224 0.03 1.01 0.27
I 0.1319 -2.2328 -0.8323 -0.53 -0.43 -0.65
H -0.4836 0.6763 -1.4699 -0.55 -0.62 -1.16
H -0.8142 1.4830 -0.0070 -0.26 -0.12 0.85
H 0.7993 1.3584 -0.6292 0.78 1.08 -0.18
H -1.6819 -0.9981 1.9644 0.08 0.06 -0.08
```
Forces are in eV/Å.

Calculated values
Kohn-Sham gap (spin up / spin down)	0.285 / 0.334	Ha
electronic energy	-2950.13039	Eh
highest occupied orbital energy (spin up / spin down)	-7.984 / -9.482	eV

Atom charges from the natural (NBO) analysis, given in e for atoms 1 to 5: number 1, C, carries -0.713; number 2, C, carries -0.314; number 3, Br, carries 0.107; number 4, I, carries 0.208; number 5, H, carries 0.234

***

Here is an isolated ion of composition C2H4BrINO and charge +1 in a non-equilibrium geometry from the Open Molecules 2025 dataset. Energies are from the ωB97M-V functional and the def2-TZVPD basis.

```
10
Properties=species:S:1:pos:R:3:forces:R:3
O -0.1754 2.1744 0.6336 -0.33 -0.80 -0.28
C -0.6091 1.0673 0.7105 0.42 0.85 0.70
I -1.3299 0.2587 2.5589 0.08 0.07 -0.37
C -0.5294 0.0521 -0.4257 -0.05 -0.17 0.09
N 0.8809 -0.5149 -0.4517 -0.40 0.15 0.10
Br 0.9432 -2.4096 -0.5165 0.11 0.06 -0.03
H -1.2139 -0.7574 -0.2472 -0.15 -0.32 0.04
H -0.7451 0.4947 -1.3867 0.09 0.28 -0.24
H 1.3916 -0.2138 0.3806 0.09 -0.11 0.15
H 1.3869 -0.1514 -1.2558 0.14 -0.01 -0.18
```
Forces are in eV/Å.

Calculated values
total charge	+1
structure (SMILES)	O=C(I)C[NH2+]Br
Kohn-Sham gap	0.290	Ha
electronic energy	-3079.98499	Eh
highest occupied orbital energy	-13.939	eV

Atom charges from the natural (NBO) analysis, given in e for atoms 1 to 5: number 1, O, carries -0.438; number 2, C, carries 0.391; number 3, I, carries 0.161; number 4, C, carries -0.347; number 5, N, carries -0.591